DFT (wB97M-V/def2-TZVPD) results for 2 unconnected molecules or ions with the total composition C6H10O3 in a non-equilibrium geometry.

Element x y z (Å)
H1 1.26 0.85 2.08
H2 -1.27 2.13 0.13
H3 -2.35 1.19 1.21
C1 1.52 -1.19 -3.41
H4 2.33 1.46 -0.42
C2 -0.85 -0.08 0.42
H5 1.76 -1.67 -0.24
C3 -1.35 1.31 0.81
O1 0.58 -0.77 -3.89
H6 -0.76 1.63 1.82
O2 0.86 -1.73 0.22
C4 0.41 -0.49 0.51
H7 -1.84 -1.98 -0.24
H8 2.40 -0.19 1.45
C5 1.47 0.38 1.16
O3 1.91 1.50 0.44
H9 -2.91 -0.58 -0.35
H10 -1.31 -0.81 -1.30
C6 -1.88 -0.95 -0.37

Summary:
Max |F| ... 11.66 eV Å⁻¹
2S+1 ... 3
Charge ... 0
Relative energy (zero: lowest compared OMol25 entry of this formula, charge and spin) ... 0.0 kcal/mol
Expectation value of S² ... 2.0062
Frontier orbital gap (alpha / beta) ... 0.18603 / 0.32067 Ha